An isolated molecule of C4H8O2. Source: OMol25; level of theory: ωB97M-V/def2-TZVPD.

The value obtained for the orbital gap is 11.3 eV. As for the structure (SMILES): C[C@@H](O)[C@H]1CO1. The value obtained for the max |F| is 2.35 eV/Å.

Geometry as XYZ:
```
14
Properties=species:S:1:pos:R:3:mulliken_charge:R:1
H 0.17 2.38 1.07 0.3491
H -2.16 0.55 -0.65 0.3313
H 1.50 1.21 0.83 0.3385
H -0.24 -0.76 -1.67 0.3897
C 0.68 -1.80 -0.15 -0.4207
C -0.49 0.47 0.34 0.4671
C -0.07 -0.64 -0.59 -0.2618
O -1.70 1.09 -0.01 -0.5486
H -0.61 0.00 1.32 0.1776
H 0.74 2.01 -0.57 0.3174
O -0.69 -1.99 -0.40 -0.4057
C 0.55 1.58 0.42 -1.2597
H 0.89 -1.87 0.91 0.2492
H 1.38 -2.29 -0.82 0.2764
```